# 1
Below is a structure of composition C59H86GeN2P2Si3TeZn, with properties calculated with ωB97M-V with the def2-TZVPD basis set.

Output
Kohn-Sham gap = 0.253 Ha
charge = +2

Last column: Löwdin charge in e.
Cartesian coordinates (Å):
1 Zn 1.32932 0.98295 0.17091  0.67
2 C 2.68490 2.21391 0.95259  -0.28
3 Si 3.08408 3.37818 -0.48822  0.68
4 C 3.26902 2.06144 -1.90449  -0.23
5 N 2.03762 1.29060 -2.14632  -0.24
6 C 2.31652 -0.00187 -2.78775  -0.21
7 C 2.98675 0.09979 -4.16639  -0.15
8 C 2.41496 1.27100 -4.97174  -0.18
9 C 1.02700 1.62099 -4.45560  -0.17
10 C 1.07878 2.05025 -2.98364  -0.17
11 C 4.68543 4.28371 -0.08561  -0.25
12 C 4.65949 5.56265 0.46487  -0.10
13 C 5.82148 6.18390 0.88365  -0.07
14 C 7.03719 5.53097 0.76986  -0.07
15 C 7.08122 4.26160 0.21847  -0.08
16 C 5.91772 3.64576 -0.20243  -0.10
17 C 1.58900 4.49681 -0.83837  -0.25
18 C 1.74280 5.72504 -1.47814  -0.09
19 C 0.65856 6.54781 -1.72640  -0.06
20 C -0.60941 6.16418 -1.32577  -0.06
21 C -0.78798 4.94160 -0.70064  -0.10
22 C 0.29833 4.11859 -0.47520  -0.15
23 H 2.25605 2.68875 1.82760  -0.02
24 H 3.55779 1.65017 1.26270  -0.01
25 H 4.04077 1.35678 -1.58873  0.09
26 H 3.62677 2.53643 -2.82035  0.09
27 H 1.35258 -0.50908 -2.89207  0.10
28 H 2.94561 -0.60150 -2.12370  0.11
29 H 2.81212 -0.83886 -4.69650  0.12
30 H 4.06306 0.22270 -4.05533  0.11
31 H 2.36854 1.01923 -6.02974  0.12
32 H 3.05576 2.14893 -4.88502  0.11
33 H 0.36259 0.76349 -4.58159  0.09
34 H 0.61160 2.44327 -5.03742  0.12
35 H 0.08142 1.93538 -2.55104  0.08
36 H 1.34786 3.10525 -2.93633  0.11
37 H 3.71571 6.07491 0.56633  0.10
38 H 5.77587 7.17656 1.30293  0.11
39 H 7.94460 6.00619 1.10953  0.11
40 H 8.02495 3.74868 0.11761  0.11
41 H 5.96700 2.65410 -0.62737  0.09
42 H 2.72887 6.03748 -1.78482  0.11
43 H 0.80373 7.49215 -2.22671  0.11
44 H -1.45640 6.80741 -1.49839  0.11
45 H -1.77469 4.63114 -0.38882  0.10
46 H 0.13508 3.15086 -0.00782  0.03
47 N -0.30146 -0.49387 2.57391  -0.41
48 P -0.65818 1.10534 2.05124  0.97
49 C 0.06566 2.08339 3.41975  -0.36
50 C 0.21171 1.55346 4.69612  -0.10
51 C 0.70574 2.34103 5.72003  -0.06
52 C 1.03088 3.66748 5.48381  -0.06
53 C 0.84619 4.20814 4.22231  -0.06
54 C 0.35762 3.42382 3.19372  -0.12
55 C -2.37707 1.32582 2.65244  -0.37
56 C -2.94581 2.55755 2.34077  -0.10
57 C -4.20675 2.88312 2.79963  -0.06
58 C -4.91355 1.97702 3.57387  -0.07
59 C -4.34999 0.75466 3.89386  -0.06
60 C -3.08416 0.42618 3.43952  -0.09
61 P 0.70149 -1.54365 1.65703  0.87
62 C 0.74108 -2.93783 2.85157  -0.36
63 C 0.07030 -2.97130 4.06857  -0.08
64 C 0.28493 -4.02282 4.94460  -0.06
65 C 1.15766 -5.04630 4.61727  -0.05
66 C 1.82330 -5.02002 3.40259  -0.06
67 C 1.61868 -3.96880 2.53070  -0.13
68 C 2.38486 -0.95213 2.13272  -0.41
69 C 3.43771 -1.13236 1.23640  -0.15
70 C 4.72798 -0.78580 1.60063  -0.07
71 C 4.97322 -0.25704 2.85722  -0.05
72 C 3.93153 -0.09129 3.75592  -0.04
73 C 2.64401 -0.44977 3.40290  -0.07
74 H -1.15624 -1.00751 2.77283  0.01
75 H -0.06448 0.52747 4.89445  0.09
76 H 0.82562 1.92603 6.70944  0.11
77 H 1.41606 4.28494 6.28040  0.11
78 H 1.07570 5.24516 4.03349  0.11
79 H 0.19890 3.85856 2.21594  0.09
80 H -2.38303 3.26195 1.74112  0.10
81 H -4.63388 3.84524 2.56482  0.12
82 H -5.89966 2.22252 3.93241  0.12
83 H -4.88839 0.05467 4.51399  0.12
84 H -2.67615 -0.53394 3.72665  0.10
85 H -0.60686 -2.18443 4.36724  0.09
86 H -0.21489 -4.02908 5.90192  0.11
87 H 1.33119 -5.85402 5.31010  0.11
88 H 2.51889 -5.80353 3.14884  0.12
89 H 2.15492 -3.92414 1.59370  0.08
90 H 3.25051 -1.56224 0.25926  0.08
91 H 5.54406 -0.93621 0.91177  0.11
92 H 5.97421 0.02101 3.14414  0.12
93 H 4.12542 0.30013 4.74292  0.12
94 H 1.83861 -0.33496 4.11132  0.09
95 C 3.28755 -4.70693 -1.08853  -0.16
96 Si 1.43036 -4.90206 -1.43817  0.49
97 C 1.18730 -5.66824 -3.15960  -0.16
98 C 0.51317 -5.93161 -0.12637  -0.18
99 C 0.66105 -3.12432 -1.49746  -0.53
100 Te -1.19258 -3.08746 -0.45528  1.34
101 C -2.21218 -4.21451 -1.97417  -0.48
102 Si -3.60506 -5.39032 -1.31525  0.50
103 C -3.12447 -7.14652 -1.85263  -0.16
104 C -3.57482 -5.14445 0.57433  -0.22
105 C -5.22619 -4.79241 -2.10700  -0.16
106 H 3.73224 -5.68801 -0.96855  0.04
107 H 3.51811 -4.13520 -0.19580  0.01
108 H 3.78951 -4.23196 -1.92615  0.04
109 H 1.59002 -6.67552 -3.17460  0.04
110 H 1.71538 -5.09960 -3.91965  0.04
111 H 0.14664 -5.73729 -3.46343  0.02
112 H 1.00127 -6.89392 -0.00294  0.05
113 H -0.51264 -6.12907 -0.42879  0.00
114 H 0.48537 -5.45243 0.84939  0.00
115 H 0.48061 -2.81760 -2.52472  0.02
116 H 1.31795 -2.40159 -1.02094  -0.05
117 H -1.44484 -4.80778 -2.45918  -0.02
118 H -2.61652 -3.52918 -2.71464  -0.01
119 H -2.14757 -7.45316 -1.48954  0.02
120 H -3.10910 -7.22531 -2.93567  0.04
121 H -3.84734 -7.86928 -1.49073  0.04
122 H -2.64145 -5.50990 0.99936  0.02
123 H -4.38584 -5.66833 1.06818  0.04
124 H -3.66802 -4.08650 0.82665  0.00
125 H -5.19637 -4.91628 -3.18616  0.04
126 H -5.43456 -3.74532 -1.90226  0.02
127 H -6.07237 -5.36851 -1.74754  0.04
128 C -2.59440 2.66155 -2.59137  -0.10
129 C -2.75229 1.90013 -3.90141  -0.24
130 C -3.38271 0.51405 -3.76126  -0.25
131 C -2.44562 -0.60453 -3.28625  -0.29
132 Ge -2.03704 -0.75199 -1.30874  0.79
133 C -3.44858 -0.12364 -0.03552  -0.34
134 C -4.89618 -0.44919 -0.40511  -0.26
135 C -5.89401 0.51711 0.24491  -0.24
136 C -5.84042 1.93629 -0.31422  -0.10
137 H -2.03023 3.57595 -2.76208  0.07
138 H -2.07075 2.06336 -1.84184  0.03
139 H -3.56762 2.93939 -2.19424  0.07
140 H -1.78497 1.80196 -4.39523  0.09
141 H -3.39513 2.49801 -4.55068  0.12
142 H -3.73924 0.21553 -4.75098  0.12
143 H -4.25774 0.59039 -3.11561  0.09
144 H -1.49226 -0.52361 -3.81175  0.05
145 H -2.89176 -1.55327 -3.59277  0.05
146 H -0.74501 0.09986 -1.02582  -0.08
147 H -3.32551 0.95640 0.04055  0.04
148 H -3.23150 -0.53624 0.95217  0.04
149 H -5.13709 -1.46544 -0.08466  0.10
150 H -5.03207 -0.41834 -1.48730  0.08
151 H -5.71700 0.54868 1.32194  0.09
152 H -6.89890 0.12063 0.08789  0.11
153 H -4.90867 2.43845 -0.06134  0.05
154 H -6.65281 2.52703 0.10030  0.08
155 H -5.95326 1.93013 -1.39614  0.07

---

# 2
Below is a cluster of 2 separate species, C8H16FIP in total, with properties calculated with ωB97M-V with the def2-TZVPD basis set.

Output
Kohn-Sham gap (spin up / spin down) = 0.300 / 0.300 Ha
charge = +1

Last column: natural (NBO) charge in e.
Cartesian coordinates (Å):
1 C -0.03916 1.00168 -1.68657  -0.41
2 C -0.52254 -0.45553 -1.48008  -0.44
3 C 0.21057 1.63743 -0.29883  -0.62
4 C -0.05460 -1.07454 -0.17447  -0.54
5 C 0.80942 3.01962 -0.17414  -0.63
6 C -2.07643 -2.69440 0.10664  -0.59
7 C -1.22733 -1.46538 0.75182  -0.39
8 C 2.41193 -0.10590 1.64031  -0.88
9 F -0.36289 0.78718 2.78215  -0.65
10 P 0.94832 0.31576 0.62698  1.72
11 I 3.63431 -0.30702 -0.06149  0.37
12 H 0.77985 1.01482 -2.36998  0.23
13 H -0.90257 1.53410 -2.22495  0.26
14 H -1.54231 -0.61225 -1.52733  0.23
15 H -0.15050 -1.03090 -2.34504  0.25
16 H -0.91142 1.63573 0.22337  0.36
17 H 0.57118 -2.00794 -0.23913  0.27
18 H 1.85138 3.01422 0.21725  0.22
19 H 0.23302 3.67252 0.44596  0.26
20 H 0.74938 3.45359 -1.17179  0.24
21 H -1.37082 -3.54398 -0.09077  0.21
22 H -2.54558 -2.31523 -0.78835  0.21
23 H -2.80631 -2.98456 0.80524  0.24
24 H -0.85263 -1.71757 1.76936  0.24
25 H -1.90744 -0.56575 0.74105  0.21
26 H 2.59512 0.74461 2.19640  0.28
27 H 2.47806 -0.95031 2.32640  0.32

---

# 3
Below is the ion C4H2BrOS with charge -1, with properties calculated with ωB97M-V with the def2-TZVPD basis set.

Output
Kohn-Sham gap = 0.213 Ha
charge = -1
SMILES string = [S-]/C=C/OC#CBr

Last column: natural (NBO) charge in e.
Cartesian coordinates (Å):
1 C 0.98749 -0.35255 -0.40768  -0.08
2 C -1.10156 -0.91514 0.20572  0.37
3 C 1.34358 0.73049 0.29602  -0.40
4 C -2.18749 -0.53780 -0.20226  -0.41
5 O 0.07478 -1.32720 0.27613  -0.49
6 S 2.62760 1.67785 -0.02759  -0.44
7 Br -3.71659 0.48448 0.02179  0.08
8 H 1.07356 -0.63133 -1.46848  0.19
9 H 0.89863 0.87120 1.30635  0.19

---

# 4
Below is a structure of composition C44H41IrN7P2S, with properties calculated with ωB97M-V with the def2-TZVPD basis set.

Output
⟨S²⟩ = 8.78
Kohn-Sham gap (spin up / spin down) = 0.284 / 0.198 Ha
charge = +4
multiplicity = 6

Last column: Löwdin charge in e.
Cartesian coordinates (Å):
1 Ir -0.28340 0.35494 0.04201  1.02
2 N 1.58171 0.92508 1.42110  0.02
3 C 2.35976 1.98820 0.83489  -0.25
4 C 3.23913 2.75938 1.54256  0.02
5 C 4.02264 3.73279 0.88732  -0.01
6 C 3.94104 3.88847 -0.46721  0.02
7 C 3.03659 3.10273 -1.22229  -0.13
8 C 2.92080 3.19829 -2.62486  0.06
9 C 2.02405 2.39770 -3.28620  0.00
10 C 1.20872 1.54124 -2.54275  -0.15
11 N 1.27232 1.43121 -1.22337  -0.06
12 C 2.21042 2.17044 -0.55479  -0.19
13 H 1.31117 1.14206 2.37559  0.10
14 H 2.14757 0.07440 1.46815  0.07
15 H 3.35871 2.61341 2.60994  0.13
16 H 4.70806 4.33638 1.46625  0.13
17 H 4.56540 4.60946 -0.97918  0.14
18 H 3.54638 3.89791 -3.16594  0.15
19 H 1.91862 2.43150 -4.36121  0.13
20 H 0.46209 0.93598 -3.04103  0.10
21 C -3.06794 -0.29040 4.62444  0.02
22 N -2.86784 1.00578 3.96324  -0.09
23 C -3.39796 2.18944 4.40073  0.04
24 C -3.01797 3.14893 3.52944  0.04
25 N -2.24532 2.54276 2.55127  0.04
26 C -2.17732 1.21812 2.83042  -0.57
27 S -1.43436 -0.10772 2.00789  0.73
28 C -1.70331 3.26276 1.44042  -0.23
29 C -1.57771 4.63977 1.55351  0.03
30 C -1.26024 5.36907 0.42054  0.02
31 C -1.09716 4.69586 -0.77870  0.00
32 C -1.17011 3.31821 -0.77155  -0.13
33 N -1.43015 2.58530 0.32416  0.04
34 H -3.60299 -0.11054 5.55179  0.11
35 H -2.10206 -0.73782 4.84543  0.10
36 H -3.65812 -0.94134 3.98337  0.11
37 H -4.01134 2.25294 5.28387  0.16
38 H -3.27048 4.19254 3.51114  0.15
39 H -1.72786 5.14367 2.49609  0.13
40 H -1.16707 6.44558 0.47604  0.14
41 H -0.90305 5.22138 -1.70296  0.13
42 H -1.01218 2.75999 -1.68218  0.08
43 N 1.08150 -2.67284 -1.11045  -0.33
44 P -0.34764 -2.36090 -0.18006  0.91
45 C -0.24454 -3.62773 1.11273  -0.40
46 C -0.46994 -3.39271 2.46629  -0.12
47 C -0.38147 -4.43499 3.38052  -0.05
48 C -0.07192 -5.71572 2.95202  -0.02
49 C 0.14447 -5.96222 1.59938  -0.03
50 C 0.05253 -4.92935 0.68597  -0.08
51 C -1.63413 -2.95353 -1.29433  -0.39
52 C -1.47918 -2.99923 -2.68033  -0.12
53 C -2.49226 -3.51964 -3.47057  -0.06
54 C -3.67344 -3.96639 -2.88891  -0.03
55 C -3.83955 -3.90244 -1.51101  -0.03
56 C -2.81969 -3.40881 -0.71241  -0.07
57 P 2.45003 -1.76039 -1.27795  1.07
58 C 3.34580 -2.20649 -2.72061  -0.36
59 C 2.69868 -2.14152 -3.96691  -0.09
60 C 3.38079 -2.51274 -5.10672  -0.04
61 C 4.70748 -2.93231 -5.01351  0.00
62 C 5.35570 -2.98283 -3.78451  -0.02
63 C 4.68408 -2.61821 -2.63219  -0.05
64 C 3.39967 -1.64169 0.21343  -0.39
65 C 4.44858 -0.70835 0.24084  -0.10
66 C 5.21875 -0.58080 1.38273  -0.04
67 C 4.93393 -1.35927 2.50193  -0.01
68 C 3.88161 -2.26965 2.48368  -0.03
69 C 3.10734 -2.41626 1.34410  -0.07
70 H 1.03382 -3.49101 -1.71526  0.09
71 H -0.71089 -2.40477 2.82886  0.02
72 H -0.55839 -4.24531 4.43067  0.12
73 H -0.00717 -6.52700 3.66467  0.13
74 H 0.37132 -6.96365 1.25956  0.13
75 H 0.19062 -5.15804 -0.36444  0.11
76 H -0.56253 -2.65884 -3.14957  0.09
77 H -2.35441 -3.60001 -4.54115  0.12
78 H -4.45563 -4.38467 -3.50829  0.13
79 H -4.75068 -4.26630 -1.05599  0.13
80 H -2.94002 -3.41216 0.36489  0.11
81 H 1.67118 -1.80096 -4.03417  0.09
82 H 2.89323 -2.47603 -6.07108  0.13
83 H 5.23904 -3.22344 -5.90993  0.13
84 H 6.38191 -3.31897 -3.72748  0.13
85 H 5.18030 -2.67651 -1.67219  0.11
86 H 4.66877 -0.10498 -0.63359  0.12
87 H 6.04870 0.11264 1.40353  0.13
88 H 5.54683 -1.26484 3.38889  0.13
89 H 3.68662 -2.88554 3.35140  0.13
90 H 2.31133 -3.14947 1.31689  0.09
91 C -3.23222 0.01713 -3.79580  0.01
92 C -2.33983 0.17925 -2.66701  -0.17
93 N -1.64054 0.29599 -1.76434  0.06
94 H -3.41161 0.98444 -4.26473  0.11
95 H -4.17557 -0.39634 -3.43669  0.12
96 H -2.78319 -0.67114 -4.51102  0.10